1.
The following is a quantum chemistry calculation of 11 unconnected molecules or ions with the total composition C5H32N2O11 in a non-equilibrium geometry, from the OMol25 dataset.

Its HOMO energy is -9.1245 eV. The frontier orbital gap comes out at 0.3330 hartree. As for the molar mass: 296.31 g mol⁻¹. The SMILES is CC(=O)NCCCN.O.O.O.O.O.O.O.O.O.O. The calculation puts the energy above the lowest of the compared OMol25 structures with the same formula, charge and spin at 85.9 kcal/mol. For the LUMO energy, the calculation gives -0.0622 eV.

```
! RIJCOSX wB97M-V def2-TZVPD def2/J DEFGRID3
* xyz 0 1
C 2.008 0.074 3.170
C 2.854 -0.286 1.945
O 3.875 -0.917 2.171
N 2.486 0.266 0.756
C 1.164 0.710 0.457
C 0.897 1.672 -0.721
C 0.153 0.978 -1.871
N -1.220 0.471 -1.825
H 1.299 -0.771 3.120
H 1.572 1.064 3.260
H 2.673 -0.078 4.029
H 3.065 0.142 -0.075
H 0.650 1.153 1.348
H 0.501 -0.167 0.159
H 0.375 2.556 -0.358
H 1.875 1.901 -1.156
H -0.028 1.790 -2.564
H 0.790 0.438 -2.555
H -1.343 -0.473 -1.466
H -1.841 1.109 -1.303
O -0.906 1.117 -4.478
H -1.705 1.019 -3.948
H -0.761 2.058 -4.590
O 4.040 0.445 -1.739
H 3.998 0.815 -2.626
H 4.755 0.927 -1.314
O -3.041 1.948 0.166
H -3.494 1.219 0.650
H -2.434 2.391 0.764
O 1.056 -4.617 -0.346
H 1.204 -3.988 -1.067
H 1.537 -4.229 0.391
O -0.847 -2.201 0.281
H -1.314 -2.270 1.116
H -0.527 -3.061 -0.017
O -2.943 -1.766 3.127
H -2.625 -0.906 3.429
H -2.443 -2.533 3.408
O -1.558 3.939 -1.274
H -1.115 3.472 -0.560
H -2.329 3.364 -1.388
O -1.242 0.184 2.202
H -1.994 0.247 1.576
H -0.598 -0.218 1.541
O -3.293 -0.793 0.706
H -3.563 -1.251 1.588
H -3.747 -1.429 0.141
O 1.530 -2.137 -1.253
H 0.562 -2.008 -1.378
H 1.990 -1.371 -1.630
*
```

=====

2.
The following is a quantum chemistry calculation of a molecular structure, C17H33CeNO3P2 in a non-equilibrium geometry, from the OMol25 dataset.

Its HOMO energy is -6.5569 eV. The frontier orbital gap comes out at 0.2499 hartree. As for the molar mass: 501.52 g mol⁻¹. The calculation puts the energy above the lowest of the compared OMol25 structures with the same formula, charge and spin at 7.0 kcal/mol. For the LUMO energy, the calculation gives 0.2434 eV.

```
! RIJCOSX wB97M-V def2-TZVPD def2/J DEFGRID3
* xyz 0 1
Ce 0.052 -0.661 0.207
P 2.962 -0.373 -0.161
P -2.834 0.101 0.247
N 0.006 0.314 -1.601
H 0.860 -2.210 1.426
C 3.705 -1.748 -1.124
H 4.799 -1.745 -1.027
H 3.423 -1.650 -2.181
H 3.310 -2.702 -0.747
C 4.083 -0.286 1.284
H 5.129 -0.411 0.972
H 3.811 -1.083 1.991
H 3.957 0.682 1.789
C 3.497 1.085 -1.136
H 4.595 1.147 -1.180
H 3.095 1.996 -0.672
H 3.090 1.015 -2.154
C -3.796 -1.277 -0.489
H -4.866 -1.158 -0.261
H -3.432 -2.234 -0.093
H -3.652 -1.277 -1.577
C -3.627 0.182 1.893
H -4.709 0.343 1.781
H -3.185 1.003 2.472
H -3.447 -0.757 2.435
C -3.587 1.524 -0.609
H -4.679 1.528 -0.484
H -3.335 1.471 -1.675
H -3.166 2.451 -0.203
C -0.008 1.220 -2.598
C -0.015 1.749 -4.975
C -0.044 0.807 -3.964
C 0.024 2.621 -2.305
C 0.044 3.545 -3.338
C 0.023 3.119 -4.674
H -0.024 1.414 -6.010
H -0.084 -0.267 -4.151
H 0.044 2.920 -1.251
H 0.078 4.610 -3.101
H 0.036 3.853 -5.480
C -0.098 -2.940 1.532
O -0.999 -2.547 0.530
C 0.347 -4.390 1.299
H 0.695 -4.858 2.233
H 1.148 -4.451 0.554
H -0.511 -4.977 0.936
C -0.657 -2.751 2.943
H -1.717 -3.041 2.984
H -0.580 -1.707 3.299
H -0.101 -3.393 3.648
C 0.002 2.198 3.986
O -0.342 1.137 3.060
C -0.002 1.286 1.785
O 0.478 2.290 1.265
H 1.083 2.380 3.980
H -0.315 1.796 4.948
H -0.562 3.106 3.746
*
```

=====

3.
The following is a quantum chemistry calculation of 2 unconnected molecules or ions with the total composition C5H11NO4S, from the OMol25 dataset.

Its HOMO energy is -10.8137 eV. The frontier orbital gap comes out at 0.4131 hartree. As for the molar mass: 181.21 g mol⁻¹. The calculation puts the energy above the lowest of the compared OMol25 structures with the same formula, charge and spin at 61.0 kcal/mol. For the LUMO energy, the calculation gives 0.4280 eV.

```
! RIJCOSX wB97M-V def2-TZVPD def2/J DEFGRID3
* xyz 0 1
C -2.961 0.283 0.298
O -2.455 0.849 -0.928
S -0.925 1.344 -0.963
O -0.653 2.030 0.279
O -0.141 -0.073 -0.748
C -0.466 -1.135 -1.658
C 0.771 -1.955 -1.925
O 1.264 -2.631 -0.781
H -3.976 0.650 0.415
H -2.976 -0.803 0.211
H -2.348 0.587 1.144
H -1.248 -1.753 -1.204
H -0.859 -0.746 -2.601
H 0.552 -2.676 -2.721
H 1.570 -1.297 -2.272
H 0.549 -2.755 -0.146
C 2.040 1.579 1.932
C 3.061 1.882 2.928
N 3.864 2.121 3.712
H 1.279 2.355 1.922
H 2.491 1.517 0.944
H 1.567 0.627 2.163
*
```

=====

4.
The following is a quantum chemistry calculation of 2 unconnected molecules or ions with the total composition C4H9NO, from the OMol25 dataset.

Its HOMO energy is -6.9509 eV. The frontier orbital gap comes out at 0.2798 hartree. As for the molar mass: 87.12 g mol⁻¹. The calculation puts the energy above the lowest of the compared OMol25 structures with the same formula, charge and spin at 144.4 kcal/mol. For the LUMO energy, the calculation gives 0.6632 eV.

```
! RIJCOSX wB97M-V def2-TZVPD def2/J DEFGRID3
* xyz 0 1
C 0.744 0.226 1.666
C 0.992 -0.947 -0.152
O 0.359 -2.009 -0.136
C 0.295 0.316 -0.343
C -0.886 0.330 -1.802
N -1.122 0.139 -0.337
H 0.303 -0.619 2.202
H 1.802 0.325 1.924
H 0.230 1.158 1.940
H 2.090 -0.908 -0.159
H -1.256 -0.862 -0.105
H 0.742 1.291 -0.442
H -1.313 -0.500 -2.362
H -1.269 1.302 -2.111
H -1.712 0.759 0.217
*
```

=====

- Which value of molar mass does entry 1 give?
  296.31 g mol⁻¹

=====

- molar mass of number 4 (C4H9NO)?
  87.12 g mol⁻¹

=====

Repeat the third record exactly.
The following is a quantum chemistry calculation of 2 unconnected molecules or ions with the total composition C5H11NO4S, from the OMol25 dataset.

Its HOMO energy is -10.8137 eV. The frontier orbital gap comes out at 0.4131 hartree. As for the molar mass: 181.21 g mol⁻¹. The calculation puts the energy above the lowest of the compared OMol25 structures with the same formula, charge and spin at 61.0 kcal/mol. For the LUMO energy, the calculation gives 0.4280 eV.

```
! RIJCOSX wB97M-V def2-TZVPD def2/J DEFGRID3
* xyz 0 1
C -2.961 0.283 0.298
O -2.455 0.849 -0.928
S -0.925 1.344 -0.963
O -0.653 2.030 0.279
O -0.141 -0.073 -0.748
C -0.466 -1.135 -1.658
C 0.771 -1.955 -1.925
O 1.264 -2.631 -0.781
H -3.976 0.650 0.415
H -2.976 -0.803 0.211
H -2.348 0.587 1.144
H -1.248 -1.753 -1.204
H -0.859 -0.746 -2.601
H 0.552 -2.676 -2.721
H 1.570 -1.297 -2.272
H 0.549 -2.755 -0.146
C 2.040 1.579 1.932
C 3.061 1.882 2.928
N 3.864 2.121 3.712
H 1.279 2.355 1.922
H 2.491 1.517 0.944
H 1.567 0.627 2.163
*
```

=====

- Among the records above, which one has the highest frontier orbital gap?
  C5H11NO4S